59
Properties=species:S:1:pos:R:3:forces:R:3 method="wB97M-V/def2-TZVPD" charge=+1 multiplicity=1 relative_energy_kcal_mol=0.0 lumo_energy_ev=-3.486 homo_lumo_gap_ev=7.70
C 4.8057 -1.7940 2.3995 -0.3 -0.1 0.1
C 4.0579 -1.4674 1.1180 0.0 0.0 -0.3
C 3.1124 -2.5822 0.6730 0.5 0.3 0.0
O 1.7406 -2.1213 0.7333 -0.3 -0.6 0.1
C 0.9624 -2.3664 -0.3336 0.3 0.5 -0.7
O 1.3002 -2.2891 -1.4840 0.0 -0.3 0.6
C -0.4374 -2.7432 0.1137 -0.1 0.0 0.0
S -1.5758 -2.8900 -1.2865 -0.3 -0.2 0.0
C -2.9872 -1.8403 -0.8897 0.0 0.2 -0.4
O -2.7594 -0.5586 -1.4739 0.2 0.0 0.4
C -3.6688 0.4373 -1.0520 -0.1 0.2 -0.1
C -3.3494 0.8431 0.3800 0.0 0.5 -0.2
C -4.4574 1.6138 1.0949 -0.1 0.4 -0.1
N -4.7763 2.8768 0.4301 0.2 -0.4 -0.4
N -2.8816 -0.3944 1.1371 0.2 -0.2 -0.3
C -3.3507 -1.7251 0.6043 0.0 0.0 0.2
C -4.8385 -1.9600 0.9586 0.1 0.0 -0.1
F -4.9949 -3.2289 1.3084 0.0 -0.1 0.0
F -5.6736 -1.6980 -0.0461 0.0 0.1 0.1
F -5.1887 -1.1867 2.0058 0.0 -0.1 0.0
O 4.9779 -1.3090 0.0161 0.2 -0.2 0.3
C 5.8447 -0.2562 0.1022 0.7 0.1 -0.2
O 7.0325 -0.4206 0.0807 -0.7 0.0 0.0
C 5.1903 1.1027 0.0933 -0.2 0.5 0.0
S 5.1355 1.7981 1.7792 0.1 -0.1 0.2
H 5.5881 -2.5277 2.2022 0.0 0.1 0.0
H 4.1032 -2.2256 3.1173 0.0 0.0 0.0
H 5.2237 -0.9056 2.8694 0.2 0.0 -0.1
H 3.4818 -0.5440 1.2279 -0.1 0.0 0.1
H 3.1895 -3.4441 1.3358 -0.1 0.0 0.0
H 3.3834 -2.8802 -0.3371 -0.2 0.1 -0.1
H -0.3729 -3.7127 0.6128 0.1 0.0 0.0
H -0.7645 -2.0451 0.8823 0.1 0.1 0.0
H -3.8189 -2.3141 -1.4187 0.0 -0.1 0.1
H -4.7106 0.1334 -1.1844 0.0 -0.1 0.1
H -3.5048 1.3108 -1.6813 0.0 -0.1 -0.1
H -2.4756 1.4995 0.3479 0.1 -0.2 0.1
H -5.3731 1.0284 1.1362 0.0 0.0 0.2
H -4.1313 1.8613 2.1103 -0.1 -0.3 0.1
H -3.9630 3.2965 -0.0095 0.0 0.2 0.3
H -5.4485 2.7358 -0.3156 -0.1 0.0 0.1
H -3.0892 -0.3159 2.1350 -0.2 0.0 0.0
H -1.8641 -0.4143 1.0540 0.0 0.1 0.0
H -2.8146 -2.4900 1.1638 0.0 0.1 0.1
H 4.1787 1.0517 -0.3020 0.0 -0.1 0.0
H 5.7779 1.7694 -0.5345 0.1 -0.1 0.0
H 4.3463 2.8333 1.4816 -0.1 0.1 -0.1
C 0.1268 2.3094 -0.9337 0.0 -0.1 0.2
C 1.2168 2.8683 -1.8378 0.0 -0.1 -0.2
C 0.7808 2.8992 -3.2932 0.0 0.0 0.0
O 2.4189 2.1124 -1.6902 -0.1 0.0 0.2
H -0.1063 1.2786 -1.2236 0.0 0.0 -0.1
H 0.4591 2.3003 0.1056 0.0 0.1 0.0
H -0.7864 2.9028 -1.0035 0.0 0.1 0.0
H 1.4734 3.8771 -1.5133 0.0 0.0 0.0
H 0.5635 1.8868 -3.6459 0.0 0.0 0.0
H 1.5731 3.3057 -3.9199 0.0 0.0 0.0
H -0.1141 3.5082 -3.4260 0.0 0.0 0.0
H 2.2324 1.2099 -1.9746 0.1 0.0 -0.1

60
Properties=species:S:1:pos:R:3:forces:R:3 method="wB97M-V/def2-TZVPD" multiplicity=1 relative_energy_kcal_mol=35.1 lumo_energy_ev=-1.014 homo_lumo_gap_ev=9.10
N -2.5415 2.0141 -1.9830 -1.8 -5.9 -9.6
H -3.2820 2.4634 -2.5277 0.4 0.3 0.4
H -1.7842 1.5626 -2.6703 -1.1 1.7 1.7
H -2.8631 1.1646 -1.5957 -0.7 -1.8 1.1
H -2.1738 2.4482 -1.3126 4.2 5.2 6.7
F -1.1975 -0.2232 -0.5541 -0.4 0.5 -0.4
C -0.8175 -3.3186 -2.3490 0.7 -1.7 3.2
C -1.6990 -3.4601 -0.9923 -3.4 0.6 -6.6
C -2.9835 -2.5543 -0.9585 3.2 -6.3 -0.1
O -3.9816 -3.5165 -0.9906 -4.1 3.6 -0.7
C -3.6020 -4.7103 -1.0473 -2.5 -4.5 -1.7
O -4.3640 -5.6611 -1.2276 1.6 1.4 0.8
O -2.3196 -4.7487 -1.0357 3.6 -1.5 0.6
H -1.3206 -2.7898 -3.0623 -1.7 1.1 -2.0
H -0.6228 -4.3922 -2.7176 0.3 1.9 0.6
H 0.0422 -2.6356 -2.1040 -0.3 -1.2 -0.2
H -1.0598 -3.4073 -0.2719 3.4 0.3 4.9
H -3.0082 -1.8311 -1.6064 -0.2 3.1 -5.1
H -3.2506 -2.0364 -0.2056 -0.4 3.4 6.5
C -0.8908 2.2125 3.5519 -1.6 3.5 -1.2
C 0.3763 2.5114 2.6749 -0.1 -0.5 0.3
C 0.0495 2.5645 1.1039 4.5 -2.3 1.6
O 0.7658 3.6870 0.6600 -0.6 -1.2 -1.3
C 1.0458 4.4304 1.6830 1.9 4.2 -0.3
O 1.4915 5.5353 1.5176 0.0 0.0 0.3
O 0.8486 3.9083 2.8512 -1.1 -2.5 1.6
H -1.5961 1.4678 3.3042 0.0 -1.4 -0.9
H -1.6723 3.0860 3.7452 1.3 -0.3 -2.4
H -0.9545 2.3004 4.5724 2.2 -1.3 3.1
H 1.2919 1.8084 2.9542 -2.0 1.4 -0.7
H -0.9256 2.7187 0.9187 -3.6 0.1 -0.5
H 0.5145 1.7178 0.5577 -1.0 0.1 0.4
C 1.3970 -2.4177 1.4318 5.2 4.0 -4.3
C 0.7505 -1.2248 2.0408 -1.2 0.2 -1.2
C -0.7785 -1.3720 2.3175 -3.0 0.8 -1.5
O -0.9048 -1.0321 3.6889 1.7 -0.7 1.7
C 0.3425 -0.9690 4.2875 -0.1 0.1 0.9
O 0.5505 -0.8099 5.4738 -0.4 -0.3 -2.8
O 1.3183 -1.1035 3.3072 -0.7 0.9 2.4
H 2.5116 -2.6581 1.7101 -1.9 1.3 -0.6
H 1.2711 -2.5165 0.3141 0.3 0.5 1.0
H 0.9440 -3.1584 1.7751 -4.0 -6.8 3.1
H 0.8105 -0.3240 1.4285 0.6 0.2 0.2
H -1.2482 -2.4496 2.0689 1.1 2.3 0.7
H -1.5167 -0.4989 1.8658 2.3 -2.6 0.0
C 2.4111 0.0970 -1.4840 -0.4 -0.3 0.7
C 3.1622 1.3223 -0.9841 -1.6 2.4 -2.0
C 2.7586 2.5633 -1.8987 -1.1 0.7 0.2
S 1.8390 1.8465 -3.3123 3.7 0.4 -2.0
O 2.4812 2.3341 -4.5575 -1.0 -1.0 2.0
O 0.4375 1.9663 -3.2033 -3.3 0.7 0.6
C 2.1808 0.1128 -2.9480 3.4 3.4 0.1
H 1.4117 -0.0098 -1.0149 0.7 -0.4 0.3
H 3.1698 -0.6472 -1.3408 -0.6 -1.4 0.8
H 4.1822 1.2246 -1.3072 0.8 -0.3 1.3
H 2.8262 1.5735 0.0325 1.2 -0.3 -0.1
H 3.6023 3.0845 -2.4319 -0.8 -0.5 0.9
H 2.0779 3.3149 -1.3484 1.1 -1.1 -1.1
H 3.0628 -0.1142 -3.5185 0.6 -0.2 -0.2
H 1.4334 -0.4500 -3.2755 -3.4 -2.3 -1.3

61
Properties=species:S:1:pos:R:3:forces:R:3 method="wB97M-V/def2-TZVPD" multiplicity=1 lumo_energy_ev=0.432 homo_lumo_gap_ev=9.17
C 6.1702 0.6673 0.9743 0.6 -0.3 -0.7
C 6.6568 1.2815 -0.4433 0.5 -0.7 0.3
O 5.6232 2.0724 -1.1042 1.4 1.0 1.5
C 5.5918 3.4163 -0.5530 -1.2 1.0 -0.6
C 4.3751 4.1854 -1.3317 0.5 -0.8 -0.3
C 2.9533 3.4562 -1.1026 -1.3 0.6 0.6
I 2.5142 1.9377 -2.6651 0.9 0.2 0.6
C 1.6048 4.3658 -1.1834 -0.8 -2.2 -0.1
C 0.9870 4.4127 0.3139 0.4 2.4 -0.1
C -0.5931 4.0124 0.2361 -0.2 0.7 1.5
C -0.9426 2.5925 0.9127 -0.3 0.3 -0.5
C -0.5460 1.3018 0.0369 -0.7 -0.6 0.4
C -1.5768 0.9629 -1.1649 1.7 0.2 -0.1
O -1.1711 -0.3655 -1.6705 -1.8 0.8 0.6
N 1.8628 3.6178 1.2638 0.1 -0.3 -3.5
C 2.7029 2.7843 0.3535 1.0 -3.0 3.0
O 3.0676 1.6690 0.8207 -0.7 4.2 -2.6
H 6.9759 -0.1081 1.2783 -1.3 1.3 -0.4
H 5.1765 0.1076 0.7847 1.6 1.1 0.5
H 6.0924 1.4522 1.8175 -0.1 -1.3 -1.5
H 6.9243 0.3860 -1.1378 -0.7 1.7 1.1
H 7.6261 1.9239 -0.3503 -1.6 -1.0 0.0
H 5.3625 3.4409 0.5848 0.5 -0.3 -1.8
H 6.5728 4.0113 -0.7486 -1.5 -1.2 0.3
H 4.5901 4.1171 -2.4732 -0.3 0.2 2.0
H 4.3406 5.3066 -1.0555 -0.1 -1.8 -0.2
H 0.8743 3.6402 -1.7101 1.1 1.6 0.7
H 1.5967 5.3166 -1.8231 0.4 -1.2 1.3
H 1.1385 5.4853 0.6998 -0.9 -1.3 -0.7
H -1.1366 4.8195 0.8799 0.8 -1.4 -1.1
H -1.0319 4.1458 -0.8310 1.0 -0.4 1.7
H -2.0939 2.5898 1.0937 1.9 -0.1 -0.3
H -0.4357 2.5554 1.9428 -0.7 0.0 -1.6
H 0.5030 1.3272 -0.4252 -1.5 0.2 0.8
H -0.5527 0.3870 0.7585 0.0 1.5 -1.3
H -2.6684 0.9937 -0.8141 1.6 0.0 -0.6
H -1.3655 1.6857 -2.0549 -0.7 -1.0 1.6
H -1.9406 -0.9584 -1.4997 1.0 0.6 0.0
H 2.4166 4.1809 1.9255 -0.4 -0.4 -0.6
C -5.0489 -4.6508 -1.9377 -0.2 0.3 -0.4
C -4.5379 -4.1026 -3.2636 -0.1 -0.6 -0.2
O -3.5851 -3.1036 -2.9087 0.1 0.4 0.7
S -2.8579 -3.5367 -1.5200 -0.4 -1.2 -1.1
O -1.6123 -4.1641 -1.8425 -0.6 0.7 0.6
O -2.9642 -2.4458 -0.5962 0.2 -0.5 -0.5
O -3.9093 -4.6921 -1.0766 2.5 2.4 -12.2
H -5.7881 -3.9781 -1.4912 0.0 0.0 0.0
H -5.4818 -5.6468 -2.0430 0.3 0.0 0.2
H -5.3353 -3.6747 -3.8727 0.2 0.2 0.1
H -4.0187 -4.8767 -3.8366 -0.1 0.0 0.0
C -3.1507 -4.7155 3.8916 -0.2 0.0 0.6
C -4.1134 -5.8762 3.6838 0.5 -0.3 -0.1
O -5.1173 -5.3728 2.8041 -0.1 0.8 0.3
S -4.4420 -4.2802 1.7995 0.3 -0.7 0.7
O -4.1255 -4.9382 0.5471 -2.1 -0.6 12.4
O -5.2068 -3.0731 1.8661 0.3 -0.9 -0.4
O -3.0591 -4.0649 2.6235 -0.5 -0.3 -0.5
H -3.5493 -3.9977 4.6143 0.0 -0.1 0.0
H -2.1653 -5.0504 4.2191 0.0 0.1 -0.3
H -4.5578 -6.2204 4.6184 -0.2 0.1 -0.2
H -3.6180 -6.7155 3.1861 0.0 0.0 0.1

55
Properties=species:S:1:pos:R:3:forces:R:3 method="wB97M-V/def2-TZVPD" multiplicity=1 smiles="O=C(NCCN1CCOCC1)C1CCN(S(=O)(=O)N2CCCC2)CC1" lumo_energy_ev=0.623 homo_lumo_gap_ev=8.76
O 0.5843 4.1131 1.9176 0.2 0.4 0.2
C 0.1954 3.0879 1.3955 -0.5 0.2 -0.5
N 0.5348 1.8553 1.8186 0.1 -0.6 0.1
C 1.4557 1.6262 2.9040 0.5 0.0 0.0
C 2.8599 1.1810 2.4372 -0.2 0.2 0.2
N 3.0145 -0.1481 1.8938 0.0 -0.1 -0.1
C 2.6036 -1.2342 2.7599 0.2 -0.3 -0.2
C 3.1824 -2.5338 2.1938 -0.1 0.1 0.4
O 2.7330 -2.7680 0.8801 -0.2 -0.1 0.0
C 3.0795 -1.6922 0.0368 -0.1 0.4 -0.2
C 2.4999 -0.3740 0.5552 0.2 -0.4 -0.1
C -0.7212 3.0795 0.1644 0.2 0.0 0.2
C -2.0168 2.3072 0.4720 -0.1 0.0 -0.1
C -2.7335 1.8113 -0.7864 -0.4 0.1 0.6
N -1.8350 1.1939 -1.7415 0.3 -1.0 0.0
S -1.2350 -0.2918 -1.2675 -1.0 0.3 -0.2
O -0.8422 -0.3332 0.1170 -0.2 -0.2 0.1
O -0.2415 -0.6693 -2.2252 0.2 0.0 -0.3
N -2.6523 -1.1679 -1.3990 0.7 0.8 0.4
C -2.9834 -1.4361 -2.7885 -0.2 0.0 -0.7
C -2.3158 -2.7779 -3.1457 0.0 0.0 -0.1
C -1.9367 -3.4005 -1.7907 -0.1 0.0 0.1
C -2.5856 -2.4717 -0.7567 0.2 -0.5 0.4
C -0.8050 2.1170 -2.1843 0.7 0.1 -0.2
C 0.0890 2.5142 -1.0155 -0.2 0.1 -0.2
H 0.1771 1.0455 1.3303 0.0 0.2 0.0
H 1.5585 2.5774 3.4328 0.0 -0.2 0.0
H 1.0343 0.8819 3.5851 0.0 0.1 0.0
H 3.2143 1.8889 1.6838 0.0 0.1 0.1
H 3.5252 1.2470 3.3046 0.0 0.1 0.0
H 2.9968 -1.0628 3.7643 0.0 0.0 0.0
H 1.5055 -1.3346 2.8112 0.0 0.0 0.1
H 2.8615 -3.3935 2.7850 0.1 0.1 0.0
H 4.2813 -2.4692 2.2055 -0.1 0.0 0.0
H 2.6673 -1.9258 -0.9461 0.1 0.0 0.0
H 4.1755 -1.6107 -0.0262 -0.1 0.0 0.0
H 2.8169 0.4438 -0.0947 0.0 0.0 0.0
H 1.4032 -0.4614 0.5281 0.1 0.0 0.0
H -0.9752 4.1203 -0.0612 0.1 -0.1 0.1
H -1.8000 1.4396 1.0917 -0.1 0.2 0.0
H -2.6895 2.9571 1.0347 0.0 0.0 0.0
H -3.2299 2.6374 -1.3046 0.0 -0.1 0.0
H -3.4786 1.0590 -0.5237 -0.1 0.2 0.0
H -4.0719 -1.4992 -2.8662 0.1 0.1 0.0
H -2.6269 -0.6046 -3.3929 -0.2 -0.1 -0.2
H -1.4255 -2.6047 -3.7460 0.0 -0.1 -0.1
H -2.9999 -3.4122 -3.7073 0.0 0.0 0.0
H -2.2914 -4.4243 -1.6888 0.1 0.0 0.0
H -0.8555 -3.3882 -1.6607 0.0 -0.1 0.0
H -3.6089 -2.7821 -0.5273 0.1 0.1 0.0
H -2.0167 -2.3815 0.1660 -0.1 -0.2 0.1
H -1.3033 2.9850 -2.6246 0.0 -0.1 0.0
H -0.2231 1.6051 -2.9516 0.0 0.2 -0.1
H 0.6322 1.6184 -0.7113 0.1 0.1 0.0
H 0.8187 3.2605 -1.3348 0.1 0.0 0.0

Number 1: HOMO level -0.411 hartree. Number 2: HOMO level -0.372 hartree. Number 3: HOMO level -0.321 hartree. Number 4: HOMO level -0.299 hartree.